Molecular formula: C31H49N6O6P2S3Ti
Method: DFT, the ωB97M-V functional and the def2-TZVPD basis

Calculated values
HOMO = -0.5710 hartree
2S+1 = 1
Total charge = +3
Total energy = -128352.944 eV
Gap between HOMO and LUMO = 6.6 eV

Geometry as XYZ:
```
98
Properties=species:S:1:pos:R:3:nbo_charge:R:1
Ti 0.15 0.83 -1.10 1.5533
C -3.68 -0.59 -2.95 -0.7115
C -2.54 0.23 -2.42 0.3333
N -1.30 0.04 -2.71 -0.2931
N -1.01 -0.89 -3.66 -0.4396
C 0.27 -1.02 -4.12 0.2915
N 0.41 -1.78 -5.21 -0.7508
S 1.54 -0.31 -3.34 0.0010
C -2.80 1.43 -1.61 0.1373
C -4.07 1.96 -1.46 -0.1896
C -4.21 3.20 -0.85 -0.1100
C -3.08 3.85 -0.40 -0.2035
C -1.84 3.24 -0.55 0.1107
N -1.70 2.06 -1.15 -0.4793
H -4.05 -0.18 -3.89 0.2777
H -3.39 -1.63 -3.11 0.2398
H -4.50 -0.59 -2.24 0.2708
H -1.78 -1.31 -4.16 0.4067
H -0.37 -2.14 -5.74 0.4159
H 1.33 -1.90 -5.60 0.4424
H -4.94 1.45 -1.85 0.2470
H -5.19 3.65 -0.74 0.2578
H -3.13 4.83 0.07 0.2535
H -0.94 3.71 -0.19 0.2354
S 1.28 2.41 0.24 0.0419
C 1.73 2.88 -1.38 -0.1042
N 0.94 2.38 -2.30 -0.5865
C 1.25 2.85 -3.57 0.1780
C 0.56 2.60 -4.75 -0.2400
C 1.01 3.20 -5.91 -0.1648
C 2.14 4.03 -5.91 -0.1749
C 2.83 4.29 -4.74 -0.1848
C 2.36 3.70 -3.57 -0.2378
S 2.98 3.91 -1.94 0.5656
H -0.32 1.97 -4.75 0.2153
H 0.49 3.03 -6.84 0.2380
H 2.47 4.48 -6.83 0.2493
H 3.69 4.95 -4.74 0.2519
C -1.21 -2.08 4.53 -0.6526
C -1.85 -0.78 4.11 0.1302
C -3.34 -0.74 4.30 -0.6288
O -1.63 -0.56 2.65 -0.8323
P -0.39 -0.57 1.75 2.5429
O -0.84 0.13 0.46 -1.0718
C 0.01 -2.23 1.18 -1.2496
P 1.09 -2.13 -0.27 2.5175
O 1.35 -0.66 -0.55 -1.0755
O 2.38 -2.95 -0.14 -0.8435
C 3.25 -3.30 1.02 0.1404
C 4.38 -2.30 1.06 -0.6406
C 3.69 -4.72 0.81 -0.6379
O 0.26 -2.70 -1.46 -0.8555
C 0.19 -4.10 -1.98 0.1329
C 1.48 -4.47 -2.67 -0.6444
C -0.23 -5.04 -0.88 -0.6494
O 0.95 -0.18 2.38 -0.8738
C 1.66 0.82 3.27 0.1292
C 3.06 0.95 2.71 -0.6453
C 1.65 0.30 4.68 -0.6367
H -1.39 -2.23 5.60 0.2592
H -0.12 -2.07 4.39 0.2093
H -1.64 -2.92 4.00 0.2240
H -1.38 0.08 4.58 0.1961
H -3.83 -1.56 3.76 0.2256
H -3.75 0.21 3.95 0.2262
H -3.57 -0.85 5.36 0.2457
H -0.90 -2.74 0.86 0.3021
H 0.45 -2.81 2.00 0.3009
H 2.62 -3.22 1.91 0.1792
H 4.97 -2.36 0.15 0.2364
H 5.03 -2.53 1.91 0.2474
H 4.01 -1.28 1.18 0.2155
H 4.30 -4.81 -0.09 0.2340
H 2.84 -5.40 0.73 0.2217
H 4.30 -5.04 1.66 0.2520
H -0.62 -4.00 -2.71 0.1946
H 2.25 -4.75 -1.96 0.2303
H 1.84 -3.65 -3.29 0.2229
H 1.29 -5.34 -3.31 0.2471
H 0.50 -5.07 -0.07 0.2106
H -0.29 -6.05 -1.28 0.2609
H -1.21 -4.79 -0.47 0.2206
H 1.09 1.74 3.18 0.2246
H 3.75 0.29 3.23 0.2270
H 3.41 1.98 2.86 0.2463
H 3.08 0.74 1.65 0.2265
H 2.11 -0.69 4.73 0.2235
H 0.66 0.26 5.12 0.2143
H 2.25 0.97 5.29 0.2551
C -2.57 5.45 3.62 -0.5878
C -2.34 4.09 4.28 -0.5257
C -1.64 3.16 3.40 0.3851
N -1.08 2.45 2.69 -0.4593
H -3.07 6.12 4.32 0.2487
H -3.20 5.35 2.74 0.2051
H -1.62 5.91 3.33 0.2241
H -3.28 3.63 4.58 0.2618
H -1.74 4.19 5.19 0.2684
```